{"formula": "C15H19ClORe", "method": "ωB97M-V with the def2-TZVPD basis set", "total_charge": 2, "total_energy_ha": -1195.8583, "multiplicity": 4, "symbols": ["C", "C", "C", "C", "Cl", "H", "H", "H", "H", "H", "H", "H", "H", "H", "C", "C", "C", "H", "C", "C", "H", "H", "H", "H", "C", "C", "C", "H", "C", "C", "H", "H", "H", "H", "Re", "O", "C"], "xyz": [[3.39524, 2.65218, -0.41533], [3.49248, 2.57305, -1.87122], [2.64665, 3.74873, 0.19516], [4.30768, 1.86186, 0.40815], [0.46706, 0.10694, -0.15498], [3.25266, 4.67439, 0.26827], [2.32449, 3.49926, 1.21776], [1.74976, 4.00289, -0.39004], [4.29124, 3.23056, -2.27003], [2.55489, 2.88249, -2.35807], [3.72722, 1.55135, -2.20675], [5.29187, 2.35798, 0.52958], [4.50408, 0.87464, -0.03717], [3.90560, 1.70290, 1.42051], [-3.18265, -1.88681, -1.32409], [-3.40292, -0.69898, -0.41270], [-2.59703, 0.36605, -0.80329], [-4.21000, -0.65575, 0.28834], [-1.85837, -0.04860, -2.00065], [-2.18873, -1.33291, -2.29770], [-1.85857, -1.91593, -3.13269], [-4.03920, -2.40620, -1.76948], [-2.65173, 1.38223, -0.45398], [-1.19744, 0.60374, -2.54316], [-0.87904, -3.19830, 1.61519], [-2.20524, -2.64325, 1.80710], [-2.07569, -1.26606, 2.21398], [-3.10371, -3.18828, 2.03526], [-0.67703, -1.00916, 2.30806], [0.03886, -2.22029, 1.90616], [1.09705, -2.30847, 1.88490], [-0.67349, -4.19881, 1.28823], [-2.88599, -0.68019, 2.58298], [-0.23877, -0.14156, 2.74972], [-1.43810, -1.30072, 0.30109], [-3.02570, -4.05882, -0.26182], [-2.65746, -2.91213, -0.31730]], "forces_ev_per_angstrom": [[2.0, 1.7, -0.2], [-1.0, -1.0, -0.7], [-1.5, -0.3, 0.4], [-0.6, -1.3, 0.5], [0.9, 0.1, -0.6], [0.1, -0.4, -0.2], [0.3, 0.1, -0.2], [0.4, 0.1, 0.1], [-0.1, -0.1, 0.5], [0.4, 0.1, 0.2], [0.1, 0.3, 0.1], [-0.4, 0.2, -0.3], [0.1, 0.4, 0.0], [0.2, 0.2, -0.2], [-1.4, 0.9, -0.7], [-0.6, 0.2, -0.4], [0.1, 0.0, -0.6], [-0.2, 0.0, 0.3], [-0.8, 0.3, 0.1], [0.1, -0.4, 0.1], [0.3, -0.1, -0.3], [-0.4, 0.4, -0.2], [0.1, 0.1, 0.2], [0.1, -0.1, -0.1], [-1.2, -0.1, 0.2], [0.1, 0.2, 2.3], [0.6, -1.2, 3.1], [-0.2, -0.2, -0.8], [0.5, -0.4, 1.9], [-0.4, 2.2, 1.1], [0.6, 0.0, -0.3], [0.0, -0.2, -0.2], [-0.3, 0.4, 0.2], [0.2, 0.4, -0.1], [0.4, -1.8, -3.4], [1.0, 2.2, 0.2], [0.5, -2.8, -2.0]], "mulliken_charge": [1.238, -1.202, -1.203, -1.205, -0.454, 0.376, 0.373, 0.370, 0.383, 0.364, 0.373, 0.383, 0.371, 0.368, 0.253, -1.175, -0.564, 0.610, -0.529, -0.394, 0.496, 0.493, 0.487, 0.571, -0.694, -0.017, -0.936, 0.601, -0.602, -0.139, 0.482, 0.469, 0.566, 0.496, 1.350, -0.484, 0.125]}